Molecular formula: C26H24F5N6OSeTl
Method: DFT, ωB97M-V/def2-TZVPD

Kohn-Sham gap: 6.4 eV
LUMO level: 0.0099 Ha

```
! RIJCOSX wB97M-V def2-TZVPD def2/J DEFGRID3
* xyz 0 1
Tl -0.913 -1.091 0.495
C 1.840 -2.143 2.457
N 1.720 -1.113 1.433
C 2.582 -1.377 0.292
C 2.107 -2.499 -0.591
C 2.863 -2.903 -1.692
C 2.390 -3.933 -2.483
C 1.182 -4.536 -2.157
C 0.500 -4.060 -1.051
N 0.944 -3.063 -0.296
C 2.011 0.211 1.974
C 1.384 1.301 1.144
C 2.120 2.284 0.499
C 1.447 3.293 -0.177
C 0.064 3.312 -0.147
C -0.585 2.279 0.515
N 0.054 1.293 1.121
C 0.761 -2.057 3.507
C 0.968 -2.526 4.802
C -0.079 -2.473 5.707
C -1.292 -1.946 5.297
C -1.404 -1.491 3.993
N -0.408 -1.558 3.126
H 2.833 -2.117 2.939
H 1.727 -3.111 1.958
H 3.620 -1.579 0.616
H 2.582 -0.474 -0.324
H 3.798 -2.416 -1.926
H 2.951 -4.263 -3.346
H 0.787 -5.355 -2.741
H -0.446 -4.486 -0.740
H 3.097 0.377 2.078
H 1.553 0.275 2.963
H 3.200 2.268 0.524
H 2.002 4.058 -0.700
H -0.498 4.101 -0.622
H -1.662 2.243 0.581
H 1.927 -2.929 5.092
H 0.054 -2.849 6.711
H -2.125 -1.879 5.976
H -2.327 -1.073 3.614
F -2.950 6.455 -2.276
C -3.153 5.189 -1.864
C -2.644 4.120 -2.593
F -1.912 4.359 -3.704
C -2.857 2.824 -2.164
F -2.320 1.824 -2.896
C -3.580 2.511 -1.005
Se -3.855 0.756 -0.453
C -4.064 3.615 -0.283
F -4.732 3.407 0.861
C -3.864 4.920 -0.698
F -4.335 5.944 0.036
C -1.531 -1.271 -2.936
N -0.516 -0.392 -3.478
C 0.403 0.172 -2.673
N 1.268 1.046 -3.283
O 0.583 -0.144 -1.500
H -2.020 -1.805 -3.747
H -2.278 -0.716 -2.360
H -1.049 -1.996 -2.279
H -0.753 0.085 -4.334
H 1.001 1.504 -4.137
H 1.824 1.599 -2.652
*
```